(1)
Formula: C19H17N3O2
Source: OMol25
Level of theory: wB97M-V/def2-TZVPD

The LUMO energy comes out at -0.36 eV. The HOMO-LUMO gap comes out at 7.812 eV. The value obtained for the calculated total energy is -28527.1703 eV. Its HOMO energy is -8.17 eV. Its relative energy (zero: lowest compared OMol25 entry of this formula, charge and spin) is 1826.2 kJ/mol. Its spin multiplicity is 1.

Positions of all 41 atoms, in Å:
O  -2.23  2.10  -1.93
C  -1.26  1.67  -1.33
N  0.00  1.63  -1.97
H  0.73  1.34  -1.63
C  -0.20  2.07  -3.53
H  -0.80  2.91  -3.74
H  1.01  2.78  -3.77
C  -0.24  0.79  -4.51
H  -1.11  0.28  -4.21
H  -0.41  1.28  -5.43
C  1.18  -0.17  -4.57
N  1.29  -0.82  -3.37
C  2.02  -0.37  -2.37
N  2.24  -1.11  -1.24
C  0.98  -1.97  -1.46
C  0.56  -1.53  -2.70
H  -0.46  -1.96  -3.08
H  0.77  -2.46  -0.68
H  3.04  0.20  -2.49
H  0.91  -0.78  -5.27
H  1.86  0.40  -4.88
C  -0.96  1.26  -0.18
C  0.00  0.54  0.60
C  -0.50  0.37  1.84
C  -1.97  0.43  1.82
C  -2.81  0.58  3.06
C  -2.46  0.12  4.10
C  -0.87  -0.63  4.18
C  -0.44  -1.01  5.25
C  0.80  -1.55  5.40
C  1.68  -1.63  4.23
C  1.09  -0.99  3.03
C  -0.08  -0.40  3.06
H  1.71  -0.77  2.19
H  2.58  -1.88  4.25
H  1.33  -2.21  6.29
H  -1.24  -1.36  6.16
H  -2.75  0.10  5.02
H  -3.77  0.98  2.92
O  -2.09  1.29  0.59
H  0.88  0.49  0.35



(2)
Formula: C4H9N2O
Source: OMol25
Level of theory: wB97M-V/def2-TZVPD

The LUMO energy comes out at -4.77 eV. The HOMO-LUMO gap comes out at 9.870 eV. The value obtained for the calculated total energy is -9313.5524 eV. Its total charge is +1. As for the SMILES: CC/N=C/OC=[NH2+]. Its HOMO energy is -14.64 eV. Its relative energy (zero: lowest compared OMol25 entry of this formula, charge and spin) is 237.7 kJ/mol. Its spin multiplicity is 1.

Positions of all 16 atoms, in Å:
C  -2.72  -0.42  -0.25
C  -1.74  0.75  -0.35
N  -0.41  0.35  0.08
C  0.55  0.76  -0.58
O  1.87  0.55  -0.25
C  2.16  -0.34  0.67
N  3.38  -0.66  0.95
H  -3.76  -0.26  -0.25
H  -2.56  -1.03  -1.09
H  -2.40  -1.12  0.62
H  -1.60  1.03  -1.40
H  -2.14  1.49  0.36
H  0.43  1.28  -1.55
H  1.22  -0.72  1.06
H  3.62  -1.39  1.57
H  4.10  -0.27  0.39



(3)
Formula: C6H18N2Si
Source: OMol25
Level of theory: wB97M-V/def2-TZVPD

The LUMO energy (spin up / spin down) comes out at 0.95 / -0.82 eV. The HOMO-LUMO gap (spin up / spin down) comes out at 6.955 / 7.874 eV. The value obtained for the calculated total energy is -17366.5826 eV. Its HOMO energy (spin up / spin down) is -6.00 / -8.70 eV. Its relative energy (zero: lowest compared OMol25 entry of this formula, charge and spin) is 13.3 kJ/mol. Its spin multiplicity is 3.

Positions of all 27 atoms, in Å:
C  4.34  0.54  0.44
C  -2.61  -0.31  -1.81
C  -1.90  1.53  -0.35
C  -2.23  -0.86  1.97
C  3.20  0.21  -0.57
C  -2.50  0.10  -0.27
N  1.86  0.17  -0.02
N  -1.88  -0.87  0.54
Si  0.90  -1.24  0.14
H  5.28  0.61  -0.12
H  4.14  1.41  0.97
H  4.38  -0.27  1.27
H  -1.68  0.00  -2.36
H  -2.57  -1.46  -2.00
H  -3.51  0.18  -2.32
H  -1.73  1.86  0.64
H  -2.64  2.11  -0.92
H  -0.86  1.39  -0.91
H  -3.28  -0.58  2.27
H  -2.19  -1.84  2.57
H  -1.58  -0.04  2.53
H  3.30  1.00  -1.30
H  3.49  -0.72  -0.84
H  -3.62  0.23  -0.09
H  1.64  1.12  0.30
H  1.11  -2.18  1.30
H  1.12  -2.07  -1.05



(4)
Formula: C6H8ClNO2
Source: OMol25
Level of theory: wB97M-V/def2-TZVPD

The LUMO energy comes out at 0.04 eV. The HOMO-LUMO gap comes out at 9.496 eV. The value obtained for the calculated total energy is -24456.8207 eV. As for the SMILES: OC(O)[C@@H]1C=CC=N[C@@H]1Cl. Its HOMO energy is -9.46 eV. Its relative energy (zero: lowest compared OMol25 entry of this formula, charge and spin) is 284.5 kJ/mol. Its spin multiplicity is 1.

Positions of all 18 atoms, in Å:
O  -0.27  1.08  1.55
C  -0.26  1.68  0.20
O  -1.35  2.40  -0.03
C  0.01  0.45  -0.78
C  -1.08  -0.58  -0.69
C  -0.95  -1.68  0.04
C  0.39  -1.93  0.67
N  1.49  -1.32  0.46
C  1.43  -0.15  -0.46
Cl  2.64  0.86  0.29
H  0.49  0.60  1.60
H  0.71  2.11  0.02
H  -2.15  1.93  0.19
H  0.05  0.82  -1.85
H  -2.06  -0.53  -1.34
H  -1.59  -2.44  0.22
H  0.65  -2.81  1.29
H  1.87  -0.49  -1.36